1.
70
Properties=species:S:1:pos:R:3:mulliken_charge:R:1 method="wB97M-V/def2-TZVPD" e_above_lowest_kcal_mol=1.1 lumo_ev="-6.56 / -4.89" energy_ha=-3554.988462 gap_ev="6.927 / 8.578" homo_energy_ev="-13.49 / -13.47" s_squared=6.3546 multiplicity=5 charge=+2
Mn -0.10 0.08 -0.08 0.6744
S -0.21 2.45 -0.95 -0.6705
S -2.57 -0.17 -0.35 -0.5209
Si 2.48 -0.65 1.73 -0.2211
O 0.10 -1.37 -1.51 -0.5916
N -0.12 4.43 0.79 -0.3865
N -0.37 -3.58 -1.40 -0.3000
N -0.18 0.06 2.17 1.1342
N -2.96 1.25 -2.58 -0.2368
N 0.00 -2.55 -3.42 -0.4369
N -4.23 -0.63 -2.31 -0.3968
N 1.74 4.18 -0.52 -0.3900
C -2.08 -1.21 3.29 -0.7442
C 2.55 -5.32 1.54 -0.5292
C -1.36 1.06 4.15 -0.6568
C -3.28 0.18 -1.85 0.7915
C 2.67 -4.58 0.38 -0.7443
C -1.04 1.17 2.65 -1.0702
C 2.31 -3.29 2.80 -0.1182
C -0.88 -1.27 2.35 0.0003
C 5.24 -1.04 2.21 -0.2731
C 6.54 -0.65 2.51 -0.7016
C 1.13 0.07 2.87 -1.0206
C 2.38 -4.67 2.76 -0.7525
C 4.49 1.22 2.52 -0.5591
C 1.91 0.25 0.16 -0.4909
C 2.40 -2.52 1.64 0.5342
C -1.74 -0.39 4.54 -0.7729
C 5.78 1.61 2.82 -0.6804
C -0.07 -2.47 -2.08 0.5022
C 4.20 -0.11 2.21 0.8407
C 0.53 3.78 -0.16 0.6843
C 6.81 0.68 2.81 -0.5215
C 2.59 -3.19 0.42 -0.3125
H 2.62 -6.40 1.51 0.4309
H 5.99 2.65 3.06 0.4047
H -4.78 -0.42 -3.12 0.2095
H 2.71 -2.62 -0.49 0.4087
H -0.91 -0.87 5.06 0.2730
H -2.59 -0.39 5.22 0.4672
H 2.39 -0.10 -0.76 0.7184
H 5.04 -2.08 1.98 0.3211
H 2.31 -5.24 3.68 0.4468
H -1.07 4.15 1.00 0.2425
H -2.36 -2.23 3.57 0.4814
H -3.45 1.46 -3.44 0.2350
H 3.69 1.96 2.53 0.2270
H 0.30 -1.74 -3.93 0.2431
H 2.20 -2.79 3.76 0.4512
H -0.01 -3.43 -3.91 0.1946
H 2.20 3.71 -1.28 0.2375
H 0.21 5.30 1.18 0.2131
H -2.32 1.93 -2.21 0.0793
H 1.39 1.11 3.08 0.5647
H -0.51 1.39 4.74 0.2408
H -2.19 1.74 4.36 0.4895
H -1.23 -1.65 1.38 -0.3766
H -0.15 -1.98 2.72 0.2252
H -0.53 2.11 2.45 0.0935
H 2.84 -5.08 -0.57 0.4901
H 7.82 0.99 3.03 0.4011
H 2.18 1.30 0.28 0.1605
H -0.28 -3.57 -0.39 0.1377
H 7.34 -1.38 2.51 0.4109
H -4.50 -1.43 -1.75 0.2207
H 2.16 5.03 -0.16 0.2211
H -0.40 -4.49 -1.84 0.2298
H -2.94 -0.77 2.78 0.3036
H -1.97 1.16 2.08 0.4944
H 1.05 -0.43 3.84 0.3453

***

2.
70
Properties=species:S:1:pos:R:3:mulliken_charge:R:1 method="wB97M-V/def2-TZVPD" e_above_lowest_kcal_mol=12.3 lumo_ev=0.63 energy_ha=-1721.942386 gap_ev=9.779 homo_energy_ev=-9.15 charge=0 smiles="CCOC(=O)C(CCCCC(NC(C)=O)(C(=O)OCC)C(=O)OCC)(NC(C)=O)C(=O)OCC"
O -3.77 1.09 -0.09 -0.6489
O 3.35 -1.89 0.16 -0.2460
O 0.70 1.46 -1.61 -0.6107
O 3.70 -2.31 2.34 -0.6425
O 0.85 -3.55 0.75 -0.3725
O -2.93 3.85 -0.56 -0.6136
O 0.13 3.63 -1.43 -0.2576
O -2.65 2.37 -2.23 -0.2166
O -0.99 -2.24 2.40 -0.4962
O 0.09 -1.71 -0.31 -0.8691
N 1.15 -1.89 2.96 -0.2165
N -1.58 0.67 -0.36 0.1917
C -0.11 -2.28 3.24 0.4497
C -1.05 2.64 1.08 -1.4402
C -3.75 2.95 -2.93 -0.3202
C -2.86 0.28 -0.20 0.7430
C -1.27 2.08 -0.34 2.5781
C 0.69 -2.24 0.59 0.0289
C 3.00 -1.96 1.43 -0.1765
C 0.25 2.21 1.74 -1.3553
C 0.78 3.94 -3.75 -1.1348
C 1.20 4.01 -2.29 -0.2807
C 0.33 0.72 2.09 -0.0725
C -2.43 2.86 -1.01 -0.2216
C -3.04 -1.22 -0.15 -0.8262
C 1.51 0.03 1.41 -1.1480
C -0.03 2.33 -1.21 -0.7556
C 5.62 -1.03 0.04 -1.1627
C 4.71 -2.22 -0.16 -0.3168
C -3.85 2.28 -4.29 -1.2570
C 1.55 -1.49 1.63 2.4108
C -0.32 -2.75 4.65 -1.5811
C -1.15 -4.92 0.58 -0.9762
C 0.10 -4.42 -0.11 -0.2944
H -2.58 -1.67 -1.02 0.2853
H 1.59 4.29 -4.39 0.4366
H -0.10 4.56 -3.92 0.2873
H -1.37 -2.95 4.82 0.4079
H 1.91 -2.05 3.61 0.3772
H 0.02 -2.00 5.36 0.3618
H 1.45 5.04 -2.00 0.3671
H -0.15 -3.86 -1.02 0.3190
H 0.37 2.81 2.65 0.5278
H 0.54 2.92 -4.02 0.2893
H -4.01 1.21 -4.16 0.3094
H -0.59 0.22 1.80 0.0888
H -4.66 2.79 -2.34 0.3410
H 2.44 0.46 1.79 0.3938
H 5.26 -0.18 -0.54 0.2877
H -3.58 4.03 -3.02 0.3162
H -4.69 2.70 -4.84 0.4164
H 1.47 0.21 0.33 0.1534
H -2.56 -1.60 0.74 -0.0428
H -1.09 3.72 1.00 0.5297
H 4.67 -2.53 -1.21 0.3461
H -0.88 -5.52 1.45 0.2912
H 0.43 0.60 3.17 0.6325
H -2.94 2.43 -4.85 0.2914
H -1.91 2.32 1.68 0.4303
H -1.75 -4.08 0.92 0.1760
H -0.84 0.00 -0.52 0.1097
H 2.06 3.36 -2.11 0.3144
H 5.03 -3.06 0.46 0.3727
H 6.63 -1.28 -0.29 0.4292
H -4.10 -1.46 -0.13 0.4477
H 5.66 -0.75 1.09 0.2949
H 0.25 -3.66 4.82 0.3559
H -1.74 -5.52 -0.10 0.4155
H 0.78 -5.24 -0.36 0.3480
H 1.09 2.48 1.09 0.3991

***

3.
65
Properties=species:S:1:pos:R:3:mulliken_charge:R:1 method="wB97M-V/def2-TZVPD" e_above_lowest_kcal_mol=20.2 lumo_ev=0.60 energy_ha=-1304.690572 gap_ev=9.141 homo_energy_ev=-8.54 charge=0 smiles="COCCCCC(=O)N[C@H]1CC[C@@H](N(C)C(=O)c2cnc3n2CC[C@@H](C)C3)CC1"
O 1.59 2.20 0.49 -0.6511
O -1.39 -1.28 -4.73 -0.6916
O -3.97 -5.38 -3.16 -0.2422
N 2.55 2.36 3.11 0.2514
N -1.43 -0.95 -2.49 0.0993
N 2.38 0.70 4.57 -0.8563
N -0.53 1.78 1.25 0.0591
C -1.20 1.63 -0.08 0.3228
C 4.20 2.37 4.98 -0.7229
C -0.30 1.56 -1.32 -0.6761
C 1.39 0.59 3.64 -0.1700
C 5.01 3.33 4.12 0.6609
C 3.14 3.51 2.44 -0.3701
C 3.05 1.78 4.23 0.4118
C -1.30 1.27 2.39 -1.3174
C -0.36 -2.96 -3.35 -0.8891
C -3.10 -5.58 -4.26 -0.6957
C -2.31 0.56 -0.05 -0.7079
C -4.84 -6.47 -2.97 -0.7639
C 4.05 4.27 3.39 -1.0125
C 0.84 1.86 1.38 1.0230
C 1.47 1.60 2.71 -0.6897
C -1.35 -4.12 -3.19 -0.4887
C -2.22 -4.36 -4.41 -0.5236
C -1.08 -1.65 -3.61 0.4667
C -3.06 0.49 -1.38 -1.3792
C -2.12 0.33 -2.56 -0.1627
C 6.03 4.09 4.95 -1.7123
C -1.13 1.49 -2.60 -1.3322
H -3.64 1.41 -1.51 0.4461
H 3.45 4.80 4.14 0.3234
H 6.71 3.41 5.47 0.4081
H -2.49 -6.48 -4.09 0.3822
H -1.77 2.57 -0.21 -0.0877
H -1.68 2.42 -2.74 0.4925
H -1.99 -3.94 -2.32 0.2775
H -0.77 -5.03 -2.97 0.3673
H 0.30 -3.13 -4.20 0.3512
H -1.59 -4.50 -5.30 0.3026
H -4.28 -7.40 -2.77 0.3149
H 0.40 0.73 -1.28 0.3736
H -3.03 0.81 0.73 0.4992
H 6.63 4.76 4.33 0.4031
H -3.77 -0.34 -1.36 0.4080
H -0.48 1.36 -3.46 0.4238
H 0.69 -0.24 3.67 0.4341
H -2.84 -3.49 -4.61 0.2927
H 0.31 2.46 -1.33 0.5268
H -5.47 -6.63 -3.85 0.2956
H 5.53 4.70 5.71 0.3556
H 5.55 2.74 3.35 0.2437
H -2.30 1.69 2.36 0.3544
H -5.47 -6.25 -2.11 0.2248
H 3.70 3.16 1.57 0.2800
H -3.69 -5.74 -5.17 0.4162
H -1.38 0.18 2.40 0.2854
H 0.26 -2.88 -2.45 0.3705
H -1.92 -0.43 0.22 0.3576
H 4.60 5.02 2.82 0.3999
H -1.05 -1.26 -1.61 0.2505
H -2.69 0.29 -3.50 0.4767
H 3.81 2.91 5.85 0.2216
H 2.34 4.15 2.06 0.3507
H -0.83 1.60 3.31 0.5766
H 4.81 1.55 5.37 0.3613

***

4.
65
Properties=species:S:1:pos:R:3:mulliken_charge:R:1 method="wB97M-V/def2-TZVPD" e_above_lowest_kcal_mol=36.7 lumo_ev=0.68 energy_ha=-1304.664279 gap_ev=9.439 homo_energy_ev=-8.75 charge=0 smiles="COCCCCC(=O)N[C@H]1CC[C@@H](N(C)C(=O)c2cnc3n2CC[C@@H](C)C3)CC1"
O -5.51 -0.66 2.42 -0.6949
O -0.18 0.76 -0.84 -0.6764
O -0.41 -1.63 1.43 -0.1534
N 4.22 0.11 -1.08 -0.9010
N 2.34 0.77 -2.05 0.2447
N 0.62 1.82 1.01 -0.0480
N -3.24 -0.54 2.33 0.2686
C 0.82 -1.14 0.93 0.1148
C 3.15 0.08 -4.67 0.6777
C 1.40 1.05 -3.14 -0.3498
C 3.78 0.14 -6.05 -1.7283
C -4.39 -2.31 1.08 -0.7069
C -4.45 -1.10 2.02 0.6243
C 1.79 2.13 1.83 -1.3287
C -1.95 1.71 0.99 -0.4776
C -3.11 0.74 3.00 -0.2498
C -0.65 1.80 1.77 0.0057
C 3.32 0.48 -0.12 -0.0823
C 2.14 0.89 -0.68 -0.4693
C -1.81 0.78 3.78 -1.5947
C -2.99 -2.67 0.60 -0.6529
C -0.60 -3.03 1.30 -0.6704
C 4.21 0.14 -3.57 -0.8201
C -2.06 -3.31 1.64 -0.5877
C 3.61 0.33 -2.22 0.3456
C 2.16 1.22 -4.44 -1.0402
C -0.59 0.74 2.87 0.3079
C 0.77 1.16 -0.17 1.1838
C -3.14 1.85 1.95 -1.3296
H 0.82 -0.06 1.06 -1.3850
H 2.17 1.26 2.37 0.3929
H 2.59 2.54 1.22 0.4387
H -4.87 -3.15 1.59 0.2693
H 4.31 1.09 -6.19 0.3586
H -3.13 2.82 2.46 0.4924
H -2.26 -2.94 2.65 0.3312
H -1.81 1.70 4.37 0.5456
H 2.60 -0.86 -4.57 0.2383
H -2.51 -1.77 0.21 0.1545
H 0.91 -1.36 -0.14 0.5583
H -1.77 -0.05 4.49 0.4305
H 4.82 -0.77 -3.56 0.3637
H -1.99 2.48 0.22 0.3893
H 3.03 0.05 -6.84 0.4049
H -3.07 -3.36 -0.25 0.4836
H 0.69 0.23 -3.20 0.2767
H 2.71 2.17 -4.44 0.3302
H -0.68 2.78 2.28 0.2460
H -2.40 -0.98 1.98 -0.2149
H -5.04 -2.07 0.25 0.3481
H 1.50 2.88 2.56 0.3399
H 1.43 1.27 -5.26 0.4043
H -0.51 -0.25 2.39 0.0030
H -0.38 -3.34 0.27 0.3602
H 0.09 -3.57 1.96 0.2960
H 0.31 0.86 3.47 0.4664
H 3.57 0.39 0.93 0.4796
H -3.95 0.85 3.68 0.4707
H -4.07 1.79 1.39 0.4972
H -2.23 -4.39 1.68 0.5158
H -2.02 0.76 0.48 0.0781
H 4.89 0.97 -3.77 0.2200
H 0.84 1.95 -2.88 0.3348
H 4.51 -0.66 -6.19 0.4117
H 1.67 -1.58 1.46 0.4582

***

5.
63
Properties=species:S:1:pos:R:3:mulliken_charge:R:1 method="wB97M-V/def2-TZVPD" e_above_lowest_kcal_mol=0.0 lumo_ev="-0.04 / 0.00" energy_ha=-1723.499101 gap_ev="3.205 / 3.331" homo_energy_ev="-3.24 / -3.33" charge=0
Sr 1.55 0.85 0.30 0.6523
P -0.97 2.37 -0.13 0.6014
P -0.42 -2.24 0.44 1.7564
O -0.67 1.20 3.05 -0.6952
O 1.39 0.31 2.86 -0.7959
C 1.25 -0.96 -2.87 0.2940
C -0.74 0.66 7.33 -0.5556
C 0.29 0.38 5.07 0.0481
C -0.74 0.87 5.93 -0.1104
C 0.37 0.05 7.93 -0.2330
C -0.09 -1.02 -3.01 -0.2233
C -1.32 0.89 -4.22 -0.8771
C -1.09 -0.50 0.20 -1.3519
C -0.87 -0.61 -4.22 -1.5551
C -0.99 -3.51 -0.75 -1.4783
C 1.40 -2.26 0.09 -1.4035
C -0.48 -2.63 2.22 -1.3930
C 1.08 1.67 -3.80 -0.3072
C 0.33 0.63 3.56 0.8202
C 0.43 3.26 -1.02 -0.6554
C -0.26 1.83 -3.72 -0.5701
C 1.43 -0.38 7.13 -0.5841
C 2.18 -0.62 -3.97 -1.5245
C 1.78 0.70 -4.70 -0.7145
C -2.55 2.75 -1.00 -0.9912
C -0.70 0.65 -0.86 -0.5879
C 1.39 -0.16 5.74 -0.2750
H -0.71 -1.43 -2.21 0.6296
H -1.81 -1.21 -4.25 0.4949
H 1.44 -3.10 -0.64 0.5260
H -2.22 0.98 -3.59 0.1742
H 2.69 1.18 -5.09 0.4745
H -0.66 2.80 -3.49 0.8333
H 0.25 0.57 -1.47 0.1139
H 0.12 3.61 -2.01 0.2930
H 0.80 4.14 -0.47 0.3229
H -3.36 2.60 -0.27 0.3353
H 1.75 -1.50 -2.07 0.3267
H 2.32 -0.82 7.60 0.3364
H -2.62 3.77 -1.39 0.3909
H -0.37 -0.83 -5.17 0.3144
H 2.29 -1.44 -4.71 0.3724
H -1.01 -4.51 -0.28 0.4105
H 0.39 -0.12 9.01 0.3576
H 1.90 -1.42 -0.42 0.0821
H 3.18 -0.45 -3.53 0.2804
H -1.98 -3.25 -1.15 0.3856
H -1.65 1.21 -5.23 0.4964
H -2.73 2.03 -1.81 0.1864
H -1.17 -2.00 2.81 0.3934
H 2.27 -0.42 5.15 0.3199
H -0.73 -3.69 2.38 0.4491
H -1.57 1.41 5.51 0.3958
H 0.54 -2.45 2.60 0.3912
H 1.34 2.63 -1.18 -0.0681
H 1.15 0.42 -5.56 0.2418
H -2.10 -0.78 -0.12 0.3737
H -0.26 -3.51 -1.58 0.5041
H -1.34 0.59 -1.73 0.1249
H -1.26 -0.08 1.23 0.3163
H 1.99 -2.55 0.97 0.4149
H 1.73 2.43 -3.37 0.3760
H -1.58 1.00 7.96 0.3392

***

6.
64
Properties=species:S:1:pos:R:3:mulliken_charge:R:1 method="wB97M-V/def2-TZVPD" e_above_lowest_kcal_mol=0.0 lumo_ev="0.41 / 0.44" energy_ha=-2617.687931 gap_ev="6.148 / 8.376" homo_energy_ev="-5.74 / -7.94" s_squared=2.0074 multiplicity=3 charge=0
Ti -1.75 -0.59 -0.79 -0.5362
P -1.37 1.05 -2.32 1.6805
P -0.29 -1.97 -1.87 1.1439
O -2.25 -2.16 0.84 -0.9933
O -1.23 -0.23 1.09 -0.4218
O -2.96 -3.49 3.07 -0.6559
C -0.85 2.78 -2.21 -1.2454
C -1.77 -1.29 1.63 1.5936
C 1.47 -1.90 -1.34 -1.0863
C -3.85 -0.35 -0.92 -1.5110
C -1.90 -1.40 5.85 -0.3420
C -1.53 -0.17 3.80 -0.3443
C 2.86 3.23 -0.11 -0.6041
C 1.11 1.62 0.76 1.4264
C -2.39 -2.47 3.73 0.3220
C -0.10 -1.17 -3.54 -1.1735
C 3.06 -0.03 0.80 -0.1078
C 4.12 2.87 0.60 -0.8177
C -2.77 1.25 -3.47 -1.5741
C 2.13 0.83 1.59 -0.9218
C -1.86 -1.32 3.07 -0.0169
C 4.82 1.64 -0.02 -0.5503
C -1.51 -0.22 5.19 -0.7704
C -0.60 -3.76 -2.05 -1.2922
C -2.37 -2.50 5.13 -0.6211
C 4.12 0.32 0.07 -0.7078
C 1.60 2.96 0.28 -0.7176
C -0.04 0.35 -3.41 -1.1572
H 0.91 0.68 -2.95 0.2902
H -1.62 3.33 -1.67 0.4018
H -0.15 0.86 -4.38 0.6043
H 1.54 0.16 2.23 0.2099
H 4.00 2.76 1.68 0.2965
H -4.26 0.33 -1.67 0.4903
H 3.04 3.77 -1.05 0.3445
H 0.82 3.74 0.21 0.6326
H -3.46 1.99 -3.03 0.4144
H -1.85 -1.46 6.93 0.3658
H -0.49 -4.25 -1.07 0.3517
H -1.17 0.65 5.75 0.3974
H 4.55 -0.42 -0.61 0.3361
H -1.64 -3.93 -2.38 0.3788
H 0.83 -1.57 -3.98 0.5332
H 0.10 2.89 -1.69 0.1092
H 2.15 -2.44 -2.02 0.4617
H -1.27 0.74 3.24 0.3599
H 0.18 1.76 1.34 0.0768
H -0.92 -1.50 -4.19 0.3849
H -0.78 3.18 -3.24 0.4132
H -4.17 -0.04 0.08 0.3069
H -2.88 -3.31 2.10 0.4320
H -3.33 0.31 -3.62 0.3374
H 5.82 1.58 0.43 0.3605
H 4.81 3.71 0.46 0.3956
H 2.77 -1.10 0.82 0.5380
H 1.81 -0.86 -1.28 -0.0167
H 0.09 -4.23 -2.76 0.4077
H -2.72 -3.41 5.63 0.4269
H 0.81 0.99 -0.11 -1.0397
H -4.23 -1.37 -1.08 0.3092
H -2.39 1.63 -4.43 0.4545
H 5.00 1.82 -1.09 0.3230
H 2.65 1.50 2.27 0.5499
H 1.58 -2.34 -0.34 0.3640